Entry from the Open Molecules 2025 dataset: a cluster of 2 separate species, C6H6F2O6 in total (the ωB97M-V functional and the def2-TZVPD basis).

Atoms and positions in Å:
F1 -1.530 -3.652 1.551
F2 1.887 1.949 -0.407
O1 -0.992 -2.747 -0.325
O2 1.027 -2.144 0.161
O3 -0.696 5.605 -0.634
O4 0.676 3.875 0.278
O5 0.051 -1.223 -1.578
O6 -0.962 3.480 -1.233
C1 -0.493 2.206 -0.924
C2 0.654 2.478 0.093
C3 0.051 -1.922 -0.593
C4 -0.334 4.401 -0.560
C5 -0.589 -3.647 0.586
C6 0.689 -3.005 1.109
H1 1.501 -3.715 1.262
H2 -0.521 -4.647 0.160
H3 -1.284 1.653 -0.417
H4 0.630 -2.533 2.090
H5 0.312 2.068 1.044
H6 -0.078 1.521 -1.663

Atoms 1-2, force components in eV/Å:
F -0.64 -0.57 1.03
F -1.95 1.15 1.22

Summary:
LUMO (eV): 0.2717
Frontier orbital gap (eV): 11.33
HOMO level (eV): -11.06
Energy above the lowest of the compared OMol25 structures with the same formula, charge and spin (eV): 1.553
SMILES string: O=C1OC[C@@H](F)O1.O=C1OC[C@@H](F)O1